An isolated ion of composition C5H8ClF3N and charge +1 at a distorted geometry, computed with wB97M-V/def2-TZVPD.

The geometry in XYZ format:
```
18
Properties=species:S:1:pos:R:3:forces:R:3:mulliken_charge:R:1
C 0.052786 0.817469 -0.791613 0.8 -0.2 -0.3 -0.953
C -0.607883 -0.203518 0.135042 4.3 -0.8 -2.7 0.185
C 1.546813 0.857904 -0.450549 0.5 1.5 0.1 0.958
C 1.743246 -0.341585 0.552863 -1.9 0.6 0.8 0.349
C -1.094585 -1.432972 -0.623573 -1.4 0.0 0.3 -1.247
N -1.389446 0.377365 1.145350 -2.8 1.6 2.9 -0.235
F 2.405869 0.847974 -1.502934 -0.7 -0.7 0.5 -0.274
F 1.812760 2.085913 0.152971 -0.1 -1.4 0.3 -0.294
F 2.057059 0.058024 1.806079 -0.1 -0.8 -1.5 -0.188
Cl 2.346098 -1.844619 0.006883 -0.2 0.9 0.4 -0.048
H 0.057254 0.411998 -1.853160 -0.7 1.3 1.0 0.234
H -0.296426 1.839096 -0.505826 -0.1 -0.5 -1.4 0.324
H -0.439683 -2.289344 -0.305746 -0.9 0.4 -0.7 0.292
H -1.066526 -1.224430 -1.734277 0.4 -0.5 1.3 0.306
H -2.218653 -1.637858 -0.474375 1.7 -0.1 0.3 0.382
H -0.992539 1.131764 1.762091 0.5 -0.4 -1.2 0.383
H -1.614542 -0.295853 1.908203 -0.5 0.0 -0.9 0.409
H -2.301599 0.842673 0.772576 1.3 -1.1 0.7 0.417
```
Forces are in eV/Å.

For the strongest force on any atom, the calculation gives 5.14 eV Å⁻¹. As for the HOMO energy (spin up / spin down): -12.981 / -13.302 eV. As for the energy: -1009.4694 hartree. As for the net charge: +1. The value obtained for the energy relative to the best compared isomer or geometry (same formula, charge and spin) is 75.5 kJ/mol. Its multiplicity is 1. Its HOMO-LUMO gap (spin up / spin down) is 8.0 / 8.7 eV.

C45H105BeO22 as an isolated structure at a distorted geometry, computed with wB97M-V/def2-TZVPD.

The geometry in XYZ format:
```
173
Properties=species:S:1:pos:R:3:forces:R:3:mulliken_charge:R:1
Be 3.204481 -1.684576 -0.566813 0.9 -1.2 0.8 -0.178
C 0.216869 0.101881 1.254053 3.0 -1.5 -0.4 -1.134
C 1.233482 -0.259652 0.073081 0.3 -1.2 0.6 1.056
C 2.365662 0.810561 0.112901 -2.4 0.0 -0.5 -1.071
O 1.905929 -1.594218 0.205145 -0.8 3.1 -0.7 0.674
H 0.787146 0.094130 2.201763 0.1 0.3 -0.4 0.486
H -0.530386 -0.628124 1.459742 -1.0 -0.4 -0.6 -0.509
H -0.114560 1.081635 1.041301 -0.8 0.9 0.0 0.294
H 0.682955 -0.342233 -0.930426 0.7 0.8 1.3 -0.049
H 2.794161 0.989631 1.069878 0.7 -0.9 1.0 0.412
H 1.909094 1.772470 0.011022 -0.5 0.9 -0.8 0.719
H 3.068990 0.682642 -0.673347 0.6 0.0 -0.5 -0.745
C 3.031823 -3.648071 1.215942 -0.1 -1.7 2.1 -0.431
O 4.036043 -2.937371 0.538718 1.4 1.3 -1.0 -0.174
C 5.378421 -2.635362 1.181665 -2.2 -0.8 -1.7 0.289
C 5.495818 -1.152889 1.033938 0.2 2.0 0.2 -0.903
O 4.954807 -0.741707 -0.274009 -0.6 -1.4 0.1 0.068
C 5.535192 0.397739 -0.911888 1.2 0.4 0.8 -0.758
C 5.435015 0.364039 -2.378402 1.9 -1.7 -1.6 -0.584
O 4.128503 0.259184 -2.793853 -1.1 1.0 -0.7 -0.359
C 3.743568 1.480078 -3.404423 -0.9 1.5 1.4 -0.872
H 2.135425 -3.039013 1.381114 0.5 -0.4 -0.3 0.091
H 3.419384 -3.903574 2.218822 -0.2 -0.1 -0.3 0.240
H 2.814860 -4.606525 0.701002 0.1 0.6 0.1 0.135
H 6.156080 -3.095776 0.567492 -0.4 -0.3 0.2 -0.476
H 5.334395 -3.081271 2.177671 0.2 0.6 0.0 0.599
H 6.539577 -0.846994 0.989461 0.2 -0.1 0.3 0.766
H 5.016527 -0.560608 1.854148 0.0 -0.5 -0.8 0.131
H 6.625974 0.448766 -0.769261 -0.3 -0.1 0.8 0.605
H 5.056731 1.278089 -0.523637 -0.1 0.6 0.4 0.313
H 6.008386 -0.540327 -2.757781 -0.6 0.7 0.4 0.014
H 5.952547 1.229690 -2.887835 -0.3 -0.8 1.0 0.598
H 3.653343 1.409756 -4.428632 -0.4 -0.8 -2.4 0.447
H 4.510576 2.254810 -3.304936 -0.2 0.0 0.5 0.421
H 2.783562 1.911527 -3.046921 0.5 -0.6 0.2 0.087
C 1.656483 -2.166459 -2.716785 -0.7 -0.8 0.0 -0.764
O 2.990653 -2.291406 -2.182983 0.5 0.2 -0.1 0.592
C 3.890962 -2.703125 -3.253014 0.1 -1.2 0.0 -0.656
C 4.787034 -3.846542 -2.830762 0.5 -0.3 0.9 -0.821
O 5.673926 -3.520654 -1.712427 -1.3 -0.1 -0.7 0.072
C 7.018263 -3.929671 -1.781985 1.3 -0.6 0.8 -0.723
C 7.352108 -5.449273 -1.586750 -1.2 0.7 -0.7 -0.516
O 7.590586 -5.787331 -0.266423 0.4 -0.4 1.2 -0.353
C 8.971650 -5.869897 0.041437 0.6 -0.4 -1.4 -0.737
H 1.611305 -1.308881 -3.365356 -0.1 0.4 -0.2 0.346
H 0.946747 -2.134153 -1.908651 0.1 0.5 0.5 -0.258
H 1.336043 -3.074672 -3.257273 0.6 0.3 0.0 0.512
H 4.500252 -1.951114 -3.752433 -0.6 0.7 0.5 0.122
H 3.197702 -3.178736 -3.964628 0.6 0.4 -0.2 0.552
H 5.416033 -4.078785 -3.698984 -0.2 -0.2 0.0 0.565
H 4.075339 -4.680873 -2.620412 1.0 0.2 0.3 0.211
H 7.579566 -3.427602 -0.946475 -0.7 -0.2 -0.6 0.265
H 7.515220 -3.570607 -2.674203 -0.1 0.1 -0.7 0.578
H 8.234414 -5.685257 -2.183370 -0.1 -0.1 -0.3 0.396
H 6.487382 -6.061928 -1.895598 0.3 0.2 -0.3 0.293
H 9.138098 -6.342640 0.995748 -0.3 0.2 0.4 0.278
H 9.452183 -4.898464 -0.049800 0.0 0.4 0.5 0.318
H 9.532025 -6.483072 -0.712203 -0.6 0.1 0.4 0.306
C -0.706481 -4.083196 0.123450 -0.3 0.0 0.4 -0.193
O -1.933517 -4.683731 -0.115373 -1.9 -0.4 0.7 -0.549
C -2.917873 -4.052450 0.772251 1.0 0.1 -1.8 0.271
C -4.276265 -4.637026 0.672893 0.2 -0.4 1.0 -0.865
O -4.855501 -4.269510 -0.544866 -0.9 0.1 0.1 -0.172
C -6.021503 -5.048021 -0.847869 0.4 -0.5 0.0 -0.682
C -5.608237 -6.223967 -1.729552 -0.2 -1.0 -1.1 -0.367
O -4.988536 -5.758887 -2.951293 -0.1 -0.7 0.7 -0.270
C -4.767963 -6.815245 -3.904463 -0.8 0.2 1.1 -0.755
H 0.085258 -4.617454 -0.404019 -0.1 0.2 0.0 0.338
H -0.543493 -4.038989 1.188904 0.7 -0.4 0.6 0.058
H -0.818725 -3.050913 -0.123905 0.6 1.1 -0.8 0.201
H -2.994740 -3.000769 0.505221 0.1 0.4 -0.2 0.058
H -2.539285 -4.072168 1.765588 0.3 -0.3 1.1 0.064
H -4.819191 -4.288317 1.591286 -0.1 0.0 -0.8 0.278
H -4.190762 -5.719661 0.801766 -0.1 -0.2 -0.3 0.434
H -6.767804 -4.417954 -1.391382 0.6 -0.4 0.7 0.304
H -6.408509 -5.492683 0.115523 -0.2 0.6 -1.0 0.343
H -6.521389 -6.825374 -2.036706 0.7 0.5 0.6 0.395
H -4.916948 -6.924478 -1.173068 -0.5 0.7 -0.5 0.248
H -4.207595 -6.362018 -4.704112 0.0 0.0 -0.4 0.234
H -5.749561 -7.210505 -4.227873 0.4 0.2 -0.2 0.302
H -4.196878 -7.669959 -3.502666 0.0 0.4 0.1 0.297
C -5.355535 -0.725684 -0.917714 1.0 0.2 -2.0 -0.903
O -4.263971 0.043029 -0.438514 -1.3 -1.0 2.5 -0.061
C -3.528184 0.682290 -1.385057 0.6 1.3 -0.5 -1.125
C -2.343660 1.372403 -0.688068 0.2 -0.1 -0.4 1.536
O -2.589779 2.773955 -0.562518 -0.2 -1.1 0.3 -0.549
C -1.941284 3.312026 0.550112 0.8 0.7 0.5 0.201
C -2.413060 4.727484 0.803979 0.1 -0.5 0.5 -0.483
O -3.733911 4.844281 1.152294 -1.8 1.1 -0.7 -0.483
C -4.127726 4.342600 2.384233 1.0 -0.8 0.5 -0.404
H -4.942668 -1.618447 -1.485724 -0.7 1.0 0.3 0.334
H -5.969056 -0.044863 -1.544702 0.1 -0.7 -0.1 0.349
H -5.983083 -1.098946 -0.141736 -0.1 -0.1 1.0 0.244
H -4.163621 1.398481 -1.949327 0.5 0.0 0.1 0.263
H -3.145348 -0.044510 -2.058278 0.5 -0.8 -1.1 0.547
H -1.361615 1.175721 -1.235363 -1.1 0.4 0.5 -0.319
H -2.255260 0.889956 0.311312 -0.1 0.4 -0.5 -0.628
H -0.900383 3.518850 0.328424 0.9 -0.5 -0.2 -0.146
H -1.939593 2.642269 1.436954 -0.4 0.3 -0.4 0.598
H -2.336426 5.250771 -0.130153 0.2 0.4 -0.5 -0.092
H -1.767730 5.222844 1.549256 0.1 -0.2 0.0 0.401
H -3.384819 4.664845 3.136940 -0.2 -0.5 0.1 0.178
H -4.208825 3.237199 2.294110 0.1 0.4 0.6 0.059
H -5.077493 4.746649 2.697949 -0.4 0.2 -0.3 0.313
C 1.473941 5.420467 -2.721473 -0.4 0.0 -0.6 -0.630
O 0.332289 5.060122 -3.495771 0.5 0.2 0.3 -0.403
C -0.666473 4.509720 -2.666484 0.5 0.0 0.5 0.434
C -2.024546 4.579163 -3.286344 0.8 0.2 0.6 -0.711
O -2.037796 3.821378 -4.461915 1.0 0.3 0.7 -0.263
C -3.309459 3.720436 -4.932512 -1.7 1.0 -1.9 -0.538
C -3.322259 3.224909 -6.368991 0.2 0.5 -0.2 -0.620
O -2.767731 4.217202 -7.248602 -1.0 0.1 0.4 -0.292
C -2.992511 3.831959 -8.585548 0.3 -1.0 0.5 -0.787
H 1.220623 6.207820 -1.996667 0.0 -0.4 0.2 0.316
H 2.154414 5.887365 -3.416644 0.4 -0.1 -0.2 0.326
H 1.961745 4.540482 -2.250371 -0.3 0.4 0.0 0.126
H -0.709242 5.145751 -1.753977 0.0 -0.7 -0.1 0.160
H -0.376881 3.453863 -2.450279 -0.3 0.5 0.3 -0.158
H -2.263381 5.634479 -3.417819 -0.1 0.2 -0.7 0.423
H -2.711922 4.233917 -2.516793 -0.4 -0.5 -0.1 0.380
H -3.839529 4.709191 -4.951656 0.5 -0.4 0.0 0.295
H -3.931122 3.105145 -4.304913 -0.3 -0.7 0.4 0.344
H -4.370328 3.032154 -6.657885 0.3 -0.1 0.1 0.429
H -2.721466 2.312798 -6.471930 -0.2 -0.1 0.1 0.345
H -2.437942 2.915614 -8.709296 0.2 -0.7 -0.6 0.329
H -2.617683 4.527976 -9.289030 0.6 1.1 -0.3 0.282
H -4.024694 3.637561 -8.868410 -0.4 0.0 0.4 0.300
C 0.153176 2.975658 5.531388 -1.4 -0.2 -0.9 -0.787
O -0.370020 4.130835 4.899256 0.2 0.4 0.6 -0.226
C 0.534490 5.231525 4.946918 0.0 0.2 0.3 -0.609
C -0.195526 6.555377 5.122191 0.5 -1.5 1.4 -0.615
O -0.777985 6.852352 3.935354 -2.0 1.3 -1.3 -0.159
C -1.622586 7.997561 4.112302 0.3 0.7 -0.6 -0.670
C -2.293243 8.357340 2.761232 1.1 -0.2 1.2 0.171
O -3.250026 9.349388 2.978003 0.0 0.5 -0.7 -0.423
C -3.870116 9.586819 1.684907 1.2 -1.0 1.9 -0.669
H -0.646250 2.227290 5.433076 0.4 0.0 -0.1 0.139
H 0.330321 3.091336 6.579033 0.2 0.4 0.9 0.388
H 1.056422 2.651168 5.045756 0.5 -0.3 -0.3 0.339
H 1.057262 5.244669 3.985716 0.3 0.2 0.1 0.250
H 1.241586 5.147014 5.788345 -0.1 -0.3 -0.3 0.458
H 0.477337 7.348288 5.428476 0.7 0.3 0.1 0.435
H -0.919070 6.477383 5.962550 0.0 -0.2 -0.4 0.320
H -0.977763 8.830689 4.518552 -0.6 -0.5 -0.6 0.306
H -2.403088 7.837595 4.865380 0.0 -0.3 -0.1 0.327
H -2.786473 7.496908 2.322909 0.0 -0.6 0.0 -0.051
H -1.510395 8.678897 2.055904 -0.1 0.1 0.0 0.272
H -4.420559 8.689899 1.495422 -0.4 -0.6 -0.9 0.264
H -3.057176 9.765094 0.992339 -0.3 0.3 -0.6 0.288
H -4.551470 10.367919 1.828970 -0.7 1.4 -0.1 0.296
C -3.478605 -0.805778 2.999225 -0.4 -0.6 1.1 0.279
O -3.552902 -1.808034 4.042863 -1.9 0.5 -1.5 -0.438
C -2.471128 -1.863673 4.866113 0.9 1.2 1.3 -0.315
C -1.321401 -2.505535 4.183180 2.0 -1.7 -0.5 1.162
O -0.194841 -2.503922 5.016400 0.9 -0.2 1.7 -0.546
C 1.031608 -2.996446 4.497698 0.4 1.6 0.2 0.066
C 1.198925 -4.491339 4.343874 0.4 0.4 1.1 -0.883
O 0.825318 -4.905529 3.059730 0.2 -0.9 0.3 0.235
C 0.715969 -6.334404 2.888179 -1.2 1.2 -0.7 -1.010
H -2.414038 -0.710932 2.793114 -0.2 0.7 -0.5 -0.204
H -3.971174 0.139848 3.333477 0.6 -0.6 -0.2 0.292
H -4.028513 -1.217783 2.151392 0.2 0.2 -0.1 -0.099
H -2.802669 -2.376686 5.772470 0.4 -0.2 -0.1 0.332
H -2.101690 -0.848975 5.179919 -0.4 -0.5 -0.1 0.157
H -0.958796 -1.992225 3.312331 -0.5 0.6 -1.0 -0.716
H -1.455671 -3.543377 3.869178 -0.8 -0.1 -0.1 0.017
H 1.833795 -2.649194 5.195361 -0.9 -0.3 -0.1 0.363
H 1.267060 -2.421715 3.577212 -0.1 -0.6 -0.1 -0.217
H 0.592555 -4.958819 5.149034 0.2 0.0 -0.4 0.418
H 2.285749 -4.650063 4.629006 -0.9 -0.5 -0.8 0.475
H -0.192044 -6.751083 3.344187 0.1 0.3 0.2 0.318
H 1.561225 -6.881849 3.233140 0.9 -0.3 0.3 0.357
H 0.588494 -6.420052 1.810804 0.2 -0.4 0.0 0.243
```
Forces are in eV/Å.

For the strongest force on any atom, the calculation gives 3.41 eV Å⁻¹. As for the HOMO energy: -10.857 eV. As for the energy: -3446.9425 hartree. As for the net charge: +1. Its multiplicity is 1. Its HOMO-LUMO gap is 9.0 eV.

C7H12O2Si as an isolated structure at a distorted geometry, computed with wB97M-V/def2-TZVPD.

The geometry in XYZ format:
```
22
Properties=species:S:1:pos:R:3:forces:R:3:mulliken_charge:R:1
C -2.879030 -0.399367 0.611788 0.8 -1.3 -0.3 -0.527
C -1.885559 0.503881 0.635427 0.0 0.1 -0.4 -0.307
C 1.146430 0.078652 -0.176901 -1.7 -3.8 0.2 -0.359
C 1.304256 -1.846316 -0.197760 -0.6 4.3 -1.3 0.792
C 2.175416 0.760266 0.294077 2.3 0.2 -2.0 1.037
C -0.028351 -2.541247 -0.322832 0.3 -0.2 -2.8 -1.311
C 2.362462 2.273659 0.172265 2.8 -3.3 1.8 -1.337
O 3.362799 0.149972 0.572795 -0.2 -1.5 0.2 -0.561
O 2.376874 -2.383540 -0.240515 -0.5 0.4 0.5 -0.573
Si -0.541244 0.635032 -0.763843 -0.6 -2.8 0.3 0.199
H -3.570332 -0.875150 1.362851 0.6 1.5 -0.5 0.265
H -2.819762 -1.007055 -0.291803 -0.5 -0.2 0.0 0.216
H -1.761304 1.232122 1.436358 0.0 -0.3 0.3 0.308
H -0.742339 -2.174654 0.339974 -1.1 0.8 1.2 0.325
H -0.561422 -2.661188 -1.374510 1.6 0.7 1.9 0.253
H 0.275805 -3.492010 -0.039335 -0.1 -2.3 0.6 0.478
H 3.034205 2.546631 -0.601068 0.7 -0.3 -1.1 0.311
H 1.462338 2.653795 -0.059839 -3.1 2.1 0.1 0.426
H 2.960944 2.472486 1.064601 -0.9 1.1 0.4 0.342
H 3.305105 -0.857589 0.392552 -0.1 2.1 0.3 0.394
H -0.645148 1.894720 -1.341320 0.2 2.0 -0.5 -0.238
H -0.857196 -0.297561 -1.993216 0.0 0.6 1.2 -0.132
```
Forces are in eV/Å.

For the strongest force on any atom, the calculation gives 4.70 eV Å⁻¹. As for the HOMO energy: -9.057 eV. As for the energy: -713.7614 hartree. The value obtained for the energy relative to the best compared isomer or geometry (same formula, charge and spin) is 432.9 kJ/mol. Its multiplicity is 1. Its HOMO-LUMO gap is 9.7 eV.